A structure of composition C35H35BrF4IPSi2Ti. Source: the Open Molecules 2025 dataset; level of theory: ωB97M-V/def2-TZVPD.

The value obtained for the total energy is -174021.97709 eV. The calculation puts the HOMO energy at -14.07 eV. The value obtained for the relative energy (zero: lowest compared OMol25 entry of this formula, charge and spin) is 4.2 kcal/mol. For the HOMO-LUMO gap, the calculation gives 0.2598 Eh. The charge is +2.

Geometry (Å):
Ti  -0.393  0.077  -0.322
I  -2.478  -1.764  -0.514
C  -3.776  -0.373  0.363
C  -5.031  -0.725  0.758
C  -5.877  0.279  1.276
C  -5.453  1.577  1.340
C  -4.155  1.941  0.907
C  -3.716  3.289  0.872
C  -2.483  3.618  0.382
C  -1.597  2.608  -0.045
C  -1.960  1.275  0.016
C  -3.274  0.939  0.440
H  -5.390  -1.743  0.671
H  -6.874  0.011  1.598
H  -6.118  2.349  1.709
H  -4.393  4.066  1.207
H  -2.182  4.656  0.318
H  -0.628  2.914  -0.432
F  6.062  0.460  3.226
C  4.766  0.397  3.015
C  3.938  -0.228  3.933
F  4.443  -0.758  5.028
C  2.572  -0.279  3.692
F  1.795  -0.853  4.606
C  2.009  0.256  2.543
P  0.220  0.302  2.248
C  -0.525  -1.268  2.745
C  0.194  -2.463  2.653
C  -0.439  -3.675  2.875
C  -1.793  -3.706  3.187
C  -2.511  -2.522  3.282
C  -1.885  -1.305  3.055
C  -0.371  1.599  3.348
C  -0.276  2.926  2.927
C  -0.616  3.954  3.792
C  -1.050  3.661  5.077
C  -1.131  2.343  5.506
C  -0.785  1.310  4.650
C  2.864  0.904  1.650
Br  2.185  1.773  0.106
C  4.223  0.973  1.871
F  5.026  1.583  1.014
H  1.256  -2.450  2.435
H  0.127  -4.596  2.821
H  -2.283  -4.654  3.370
H  -3.560  -2.542  3.547
H  -2.459  -0.390  3.126
H  0.074  3.161  1.931
H  -0.535  4.983  3.467
H  -1.317  4.465  5.752
H  -1.453  2.118  6.514
H  -0.825  0.288  5.003
C  -2.888  1.284  -3.003
Si  -1.133  0.971  -3.564
C  -1.212  -0.324  -4.906
C  -0.393  2.553  -4.231
C  0.161  0.480  -2.168
Si  1.310  -1.044  -2.336
C  0.642  -2.490  -3.302
C  3.004  -0.533  -2.903
C  1.408  -1.722  -0.544
H  -3.454  1.506  -3.914
H  -2.997  2.140  -2.337
H  -3.363  0.417  -2.538
H  -1.935  0.035  -5.645
H  -1.563  -1.299  -4.568
H  -0.264  -0.454  -5.429
H  -0.985  2.933  -5.067
H  0.626  2.395  -4.595
H  -0.364  3.341  -3.473
H  0.847  1.332  -2.240
H  0.640  -2.327  -4.378
H  -0.370  -2.777  -3.007
H  1.295  -3.346  -3.105
H  2.947  -0.109  -3.908
H  3.660  -1.405  -2.952
H  3.471  0.207  -2.250
H  0.474  -2.027  -0.026
H  2.006  -1.138  0.161
H  1.897  -2.696  -0.631